ORCA calculation (ωB97M-V/def2-TZVPD) on a molecular structure, C46H55ClF4KN7O2S.

```
117
Properties=species:S:1:pos:R:3:forces:R:3:lowdin_charge:R:1
K -0.64399 0.25644 0.53839 0.1230 0.1756 -0.1558 0.66
C -1.31792 -1.83268 -3.21580 -0.0035 0.0090 -0.0160 -0.08
C -0.68102 -2.93016 -2.36944 -0.0010 0.0033 -0.0115 -0.24
N -0.71927 -2.71041 -0.92743 0.0039 0.0172 0.0546 -0.17
C 0.26880 -3.55152 -0.25956 -0.0037 -0.0039 0.0086 -0.26
C 1.71055 -3.14166 -0.51765 0.0231 0.0216 -0.0066 -0.09
C -2.02842 -2.97172 -0.32510 0.0086 -0.0512 0.0296 -0.19
C -3.18853 -2.05188 -0.70167 0.0451 -0.0803 0.0329 -0.26
N -2.76442 -0.68088 -0.64433 -0.3333 0.0389 -0.1213 -0.05
C -3.65054 0.29204 -0.79805 -0.0990 -0.0265 -0.0279 -0.22
C -3.17140 1.63150 -0.93072 -0.0758 0.0307 -0.0308 -0.16
F -1.81956 1.81262 -0.94967 -0.3595 0.2256 -0.3322 -0.06
C -3.96530 2.73554 -1.05989 0.0229 0.0251 -0.0077 -0.24
F -3.37070 3.94389 -1.18289 -0.0067 0.0007 0.0036 0.06
C -5.35008 2.65356 -1.09122 0.0090 -0.0143 0.0048 0.02
C -5.86094 1.37343 -0.99074 0.0076 -0.0026 -0.0068 -0.24
F -7.20510 1.20421 -1.00915 -0.0036 0.0059 -0.0046 0.05
C -5.07602 0.24923 -0.86294 -0.0147 -0.0397 0.0035 -0.14
F -5.72852 -0.94578 -0.75918 0.0120 -0.0016 -0.0013 0.04
H -0.90868 -1.87239 -4.22835 -0.0062 -0.0055 -0.0069 0.07
H -1.10940 -0.85660 -2.78006 0.0230 0.0017 -0.0181 0.07
H -2.39892 -1.92648 -3.29048 0.0095 0.0157 0.0282 0.06
H 0.36906 -2.98931 -2.65709 -0.0005 -0.0197 0.0150 0.09
H -1.12344 -3.91635 -2.61162 -0.0227 0.0235 -0.0213 0.12
H 0.12447 -4.61753 -0.52532 0.0108 0.0004 -0.0044 0.12
H 0.07852 -3.48181 0.81466 -0.0022 0.0034 -0.0047 0.10
H 2.02965 -3.33712 -1.54227 -0.0060 -0.0001 0.0022 0.06
H 2.37827 -3.69995 0.14323 -0.0066 -0.0118 0.0005 0.07
H 1.84038 -2.07730 -0.31642 -0.0027 -0.0014 0.0142 0.06
H -1.88948 -2.88344 0.75500 -0.0024 0.0279 -0.0082 0.09
H -2.33150 -4.02036 -0.52104 -0.0052 0.0073 0.0074 0.12
H -3.98176 -2.30773 0.01542 -0.0093 0.0109 -0.0132 0.10
H -3.59623 -2.33593 -1.68431 0.0300 0.0177 -0.0159 0.10
H -5.98004 3.52496 -1.16678 -0.0031 -0.0020 -0.0043 0.11
C 3.98745 -0.69576 -1.79337 -0.0058 -0.0071 0.0019 -0.11
C 4.36149 0.19734 -0.79891 -0.0058 0.0162 0.0071 -0.09
C 4.03089 1.54031 -0.91223 -0.0117 0.0032 0.0349 -0.10
C 3.32570 1.99294 -2.01796 -0.0165 -0.0012 -0.0013 -0.10
C 2.94738 1.09918 -3.00939 0.0014 -0.0050 -0.0004 -0.09
C 3.27743 -0.24474 -2.89732 0.0126 -0.0131 -0.0008 -0.09
H 4.23348 -1.74600 -1.69943 -0.0012 0.0001 -0.0025 0.09
H 4.89880 -0.15368 0.07361 0.0110 -0.0067 -0.0050 0.10
H 4.30540 2.23075 -0.12420 0.0075 0.0143 -0.0150 0.10
H 3.04326 3.03551 -2.09375 0.0131 -0.0020 0.0077 0.10
H 2.37941 1.44813 -3.86242 -0.0022 -0.0026 -0.0003 0.10
H 2.96911 -0.94356 -3.66512 -0.0005 0.0023 -0.0007 0.10
C -1.26591 5.75640 1.92178 0.1841 0.0844 0.0086 -0.03
C -0.24104 6.74579 2.50281 -0.0292 -0.0191 0.0095 -0.49
C -0.70091 7.14917 3.91155 0.0260 -0.0275 -0.0047 -0.04
C -0.28627 7.99370 1.61100 0.0291 0.1004 -0.0224 -0.05
C 1.23135 6.21714 2.56992 -0.1339 -0.0619 -0.1346 -0.41
O 2.09994 7.29372 2.99224 -0.0295 -0.0482 -0.0164 -0.04
C 1.54256 5.05149 3.54580 0.1615 0.1981 0.0958 -0.10
C 0.68794 3.79202 3.71637 -0.0213 0.0649 -0.0483 -0.18
C 1.50831 2.73693 4.41408 -0.1361 -0.0048 0.0764 -0.21
C 1.89117 1.58107 3.73995 -0.1178 0.1112 0.0590 -0.01
C 2.67823 0.62118 4.36077 0.0579 0.0089 -0.0427 -0.09
C 3.07091 0.81413 5.67147 0.0137 -0.0227 -0.0564 -0.66
Cl 4.05396 -0.40280 6.45946 -0.0148 -0.0240 -0.0074 0.62
C 2.69382 1.94311 6.37593 -0.0233 0.0254 0.0181 -0.11
C 1.91601 2.89661 5.73691 0.0162 0.0098 0.0380 -0.03
C 1.85675 5.94422 1.18785 0.1593 -0.1227 0.0007 -0.06
N 1.36707 4.79590 0.45410 0.0955 -0.0711 -0.0979 -0.09
C 1.45759 3.48277 0.71972 -0.3846 0.1066 0.1084 -0.16
N 0.71879 2.78949 -0.12220 0.5516 0.0078 -0.1444 0.09
C 0.23814 3.74981 -0.95220 -0.2105 -0.0423 0.0412 -0.21
N 0.59927 4.97318 -0.64483 0.0459 0.0831 -0.0243 0.10
H -2.22661 6.27324 1.85317 -0.0026 -0.0092 0.0230 0.09
H -1.43255 4.86981 2.52043 0.0542 -0.1529 0.1454 0.00
H -1.00755 5.44127 0.91246 -0.0461 0.0483 0.0755 0.07
H -1.73561 7.49261 3.86426 -0.0018 -0.0234 -0.0012 0.09
H -0.11652 7.97712 4.32560 0.0305 0.0040 -0.0101 0.08
H -0.66907 6.31442 4.61238 0.0013 -0.0621 -0.0029 0.08
H -1.25708 8.48043 1.72610 -0.0007 -0.0165 0.0022 0.09
H -0.18533 7.72704 0.55755 -0.0160 0.0149 0.0061 0.08
H 0.49283 8.71109 1.87143 -0.0189 0.0119 -0.0119 0.08
H 1.84454 7.53892 3.88679 -0.0153 -0.0044 0.0092 0.08
H 1.64999 5.50900 4.53587 -0.0172 0.0140 0.0145 0.11
H 2.55909 4.73195 3.29021 0.0518 0.0681 0.0123 0.12
H 0.31993 3.36895 2.77977 -0.1518 0.2005 0.2079 0.02
H -0.20745 4.00400 4.30326 -0.0512 0.0205 -0.0312 0.10
H 1.52699 1.41361 2.73190 0.0663 -0.1134 0.1042 0.09
H 2.97680 -0.27233 3.83273 0.0213 0.0684 0.0547 0.08
H 2.99807 2.06669 7.40649 -0.0001 0.0073 0.0008 0.10
H 1.60734 3.77861 6.28799 0.0031 -0.0111 -0.0122 0.12
H 2.92594 5.82303 1.36771 0.0207 -0.0046 -0.0568 0.13
H 1.71891 6.79941 0.53293 0.0259 -0.0057 0.0386 0.12
H 1.99837 3.09149 1.56773 0.1031 0.0556 -0.2203 0.12
H -0.43436 3.54659 -1.76754 0.0400 -0.0226 -0.0329 0.11
S -2.94209 2.72173 3.20371 0.0391 -0.0989 0.0609 0.37
C -1.61826 2.20169 2.47646 -0.2419 -0.2207 -0.0204 -0.74
C 0.69059 -3.57798 5.64147 -0.0138 -0.0094 -0.0191 -0.01
N 1.00747 -3.47805 4.21789 0.0204 0.0415 0.0064 -0.07
N 0.38886 -2.39586 3.58619 0.0080 0.0418 -0.0689 0.06
C 1.27580 -1.78001 2.71109 -0.0802 0.0282 0.1082 -0.44
O 0.97043 -0.85499 1.96875 0.6362 -0.5564 0.2856 -0.10
C 2.53402 -2.47294 2.90751 -0.1009 -0.0909 -0.0406 0.04
C 2.33390 -3.43419 3.83325 0.0416 -0.0282 0.0130 -0.27
C 3.32065 -4.35306 4.46441 0.0015 0.0099 0.0058 -0.02
C -1.02403 -2.39267 3.41871 0.0244 -0.0429 0.0772 -0.20
C -1.73167 -3.58993 3.39979 -0.0476 0.0158 -0.0149 -0.05
C -3.10342 -3.55750 3.19218 0.0156 -0.0227 -0.0023 -0.09
C -3.75675 -2.35081 2.98076 -0.0294 0.0245 0.0025 -0.08
C -3.03931 -1.16278 3.00271 0.0564 0.0055 -0.0030 -0.05
C -1.67256 -1.17915 3.24599 -0.0974 0.0489 -0.0669 -0.03
H -0.39034 -3.60832 5.75485 0.0017 -0.0020 0.0011 0.08
H 1.08934 -2.72440 6.19817 0.0058 -0.0078 -0.0041 0.10
H 1.10557 -4.50627 6.02743 0.0142 0.0089 0.0035 0.09
H 3.44298 -2.24688 2.37736 0.0204 -0.0238 -0.0162 0.12
H 4.26283 -4.30475 3.92347 0.0035 0.0033 0.0027 0.08
H 2.96231 -5.38292 4.45664 -0.0104 0.0007 -0.0071 0.09
H 3.50940 -4.06605 5.50094 0.0088 0.0108 -0.0011 0.08
H -1.21069 -4.53172 3.51472 0.0126 0.0026 0.0027 0.11
H -3.65781 -4.48742 3.16571 -0.0011 0.0011 0.0023 0.10
H -4.82203 -2.33610 2.78988 0.0025 0.0002 -0.0025 0.11
H -3.51420 -0.20199 2.83927 -0.0241 -0.0209 -0.0056 0.08
H -1.13816 -0.23795 3.25384 0.0352 0.0375 0.1184 0.07
```
Forces are in eV/Å.

Values from the calculation:
F_max = 0.89 eV Å⁻¹
Expectation value of S² = 0.76
E_HOMO (alpha / beta) = -1.833 / -3.569 eV
2S+1 = 2
Relative energy (zero: lowest compared OMol25 entry of this formula, charge and spin) = 0.2 kcal per mole
Charge = -1
Kohn-Sham gap (alpha / beta) = 3.62 / 5.36 eV